The following is a DFT calculation (ωB97M-V with the def2-TZVPD basis set) of C5H9NO in the gas phase.

Last column: Mulliken charge in e.
Element x y z (Å)
C 1.64846 -0.90456 -0.03098  -1.33
C 0.50048 -0.42081 0.84918  0.25
N 0.59323 0.99616 1.26311  -0.18
C -0.42893 1.42295 0.45318  0.23
O -0.75103 2.51725 0.05790  -0.61
C -0.86296 -0.02096 0.11310  0.17
C -1.41598 -0.13701 -1.34047  -1.36
H 1.75654 -0.21588 -0.87075  0.32
H 1.39564 -1.90090 -0.41009  0.28
H 2.62829 -0.98303 0.47078  0.36
H 0.45636 -1.06247 1.74092  0.37
H 0.97194 1.45533 2.08675  0.22
H -1.67043 -0.34823 0.78698  0.26
H -0.83169 0.40817 -2.09654  0.31
H -2.40755 0.35941 -1.38076  0.35
H -1.59434 -1.15815 -1.69561  0.36

Relative energy (zero: lowest compared OMol25 entry of this formula, charge and spin)   1.2166 eV
E_tot   -8867.9960 eV
Gap between HOMO and LUMO   10.5 eV
SMILES string   C[C@@H]1C(=O)N[C@@H]1C
Highest occupied orbital energy   -9.552 eV
Net charge   0